{
  "formula": "C24H42BrCl26I2NO4",
  "method": "wB97M-V/def2-TZVPD",
  "gap_ha": 0.32795,
  "largest_force_ev_per_a": 2.14,
  "e_tot_ev": -447075.7551,
  "relative_energy_ev": 0.2135,
  "total_charge": 0,
  "elements": ["C", "C", "I", "C", "I", "C", "C", "C", "C", "O", "O", "O", "C", "C", "N", "C", "C", "O", "Br", "H", "H", "H", "H", "H", "H", "H", "H", "H", "H", "H", "H", "H", "H", "H", "H", "C", "Cl", "Cl", "H", "H", "C", "Cl", "Cl", "H", "H", "C", "Cl", "Cl", "H", "H", "C", "Cl", "Cl", "H", "H", "C", "Cl", "Cl", "H", "H", "C", "Cl", "Cl", "H", "H", "C", "Cl", "Cl", "H", "H", "C", "Cl", "Cl", "H", "H", "C", "Cl", "Cl", "H", "H", "C", "Cl", "Cl", "H", "H", "C", "Cl", "Cl", "H", "H", "C", "Cl", "Cl", "H", "H", "C", "Cl", "Cl", "H", "H"],
  "coordinates": [[-4.612, 2.973, 2.095], [-3.406, 2.338, 1.518], [-3.590, 0.230, 1.394], [-2.286, 2.915, 1.117], [-2.035, 5.017, 1.241], [-1.082, 2.227, 0.556], [-0.807, 2.681, -0.878], [-1.091, 1.644, -1.979], [-0.355, 0.346, -1.775], [0.797, 0.158, -2.012], [-1.120, -0.681, -1.248], [-0.023, 2.520, 1.464], [1.179, 1.842, 1.206], [2.331, 2.836, 1.374], [2.580, 3.710, 0.246], [1.388, 0.721, 2.234], [0.153, -0.102, 2.356], [-0.819, 0.237, 2.956], [0.121, -1.849, 1.450], [-5.499, 2.666, 1.562], [-4.691, 2.659, 3.127], [-4.556, 4.051, 2.076], [-1.223, 1.156, 0.564], [0.232, 2.957, -0.989], [-1.372, 3.559, -1.149], [-2.147, 1.502, -2.151], [-0.706, 2.078, -2.891], [-0.919, -0.755, -0.305], [1.219, 1.373, 0.226], [2.008, 3.470, 2.188], [3.228, 2.332, 1.713], [2.738, 3.177, -0.597], [1.790, 4.326, 0.132], [2.208, 0.124, 1.859], [1.694, 1.121, 3.193], [0.142, 0.769, -5.184], [1.396, -0.211, -5.948], [-1.105, 1.243, -6.342], [-0.315, 0.193, -4.391], [0.602, 1.659, -4.778], [-0.195, 6.231, 4.446], [1.258, 5.233, 4.546], [0.132, 7.805, 3.708], [-0.926, 5.723, 3.821], [-0.576, 6.390, 5.447], [5.876, 4.386, -0.978], [6.516, 2.765, -0.664], [7.046, 5.642, -0.553], [5.647, 4.469, -2.033], [4.980, 4.526, -0.384], [0.689, -5.011, 3.726], [2.449, -5.074, 3.838], [-0.027, -6.628, 3.679], [0.304, -4.486, 4.592], [0.417, -4.487, 2.819], [-3.084, -3.145, -1.784], [-4.162, -2.175, -2.791], [-3.622, -3.188, -0.097], [-3.069, -4.159, -2.163], [-2.096, -2.705, -1.814], [1.645, 3.774, -7.646], [0.594, 4.641, -8.766], [1.143, 4.002, -5.963], [1.601, 2.715, -7.874], [2.656, 4.146, -7.755], [1.788, -3.265, -8.693], [3.056, -2.599, -7.661], [2.347, -3.501, -10.355], [1.483, -4.223, -8.292], [0.954, -2.574, -8.702], [0.639, 1.656, 6.969], [1.412, 0.087, 7.241], [1.812, 2.977, 6.939], [0.132, 1.626, 6.017], [-0.069, 1.840, 7.768], [2.504, 10.497, 3.566], [1.682, 11.132, 2.134], [2.570, 11.687, 4.872], [1.956, 9.632, 3.914], [3.516, 10.226, 3.292], [0.375, -9.650, 6.382], [2.135, -9.729, 6.491], [-0.349, -11.265, 6.334], [-0.005, -9.126, 7.250], [0.103, -9.122, 5.476], [-4.123, -12.202, 5.335], [-4.920, -11.068, 4.237], [-4.897, -12.237, 6.923], [-4.174, -13.194, 4.904], [-3.094, -11.892, 5.461], [1.998, -4.427, -13.838], [1.463, -4.107, -15.492], [3.756, -4.323, -13.679], [1.548, -3.694, -13.181], [1.686, -5.426, -13.561], [-4.786, -2.945, 3.440], [-4.805, -1.524, 4.487], [-6.391, -3.336, 2.819], [-4.130, -2.741, 2.602], [-4.416, -3.789, 4.009]],
  "lowdin_charge": [-0.188, -0.726, 1.071, -0.639, 1.073, -0.439, -0.129, -0.069, -0.511, 0.136, -0.033, -0.117, -0.326, -0.202, 0.036, -0.111, -0.735, -0.009, 0.821, 0.071, 0.082, 0.017, 0.043, 0.106, 0.077, 0.132, 0.105, -0.052, 0.139, 0.095, 0.122, 0.077, 0.071, 0.116, 0.137, -1.065, 0.517, 0.519, 0.003, -0.035, -1.019, 0.507, 0.539, -0.073, 0.030, -1.042, 0.488, 0.501, 0.023, -0.010, -1.039, 0.511, 0.512, 0.027, -0.036, -1.006, 0.522, 0.492, 0.028, -0.002, -1.011, 0.514, 0.516, 0.015, 0.026, -1.017, 0.492, 0.520, 0.026, 0.023, -1.022, 0.498, 0.487, 0.013, 0.026, -1.042, 0.494, 0.502, -0.056, 0.026, -1.026, 0.508, 0.514, 0.026, -0.010, -1.034, 0.496, 0.498, 0.024, -0.026, -1.054, 0.504, 0.492, -0.010, 0.025, -1.051, 0.475, 0.511, -0.054, 0.027]
}

---

{
  "formula": "C24H42DyO2P2",
  "method": "wB97M-V/def2-TZVPD",
  "gap_ha": [0.24421, 0.24839],
  "largest_force_ev_per_a": 4.13,
  "multiplicity": 6,
  "e_tot_ev": -72319.7007,
  "total_charge": 1,
  "elements": ["Dy", "C", "C", "C", "C", "C", "C", "H", "H", "H", "C", "H", "H", "H", "C", "H", "H", "H", "C", "H", "H", "H", "C", "H", "H", "H", "C", "C", "C", "C", "C", "C", "C", "C", "H", "H", "H", "H", "H", "H", "H", "H", "H", "H", "H", "H", "P", "C", "C", "P", "C", "C", "C", "H", "H", "H", "H", "H", "H", "H", "H", "H", "H", "H", "H", "H", "H", "O", "C", "O", "H"],
  "coordinates": [[1.773, -1.338, 0.845], [4.233, -1.357, -0.170], [3.975, 0.008, 0.148], [3.976, -1.204, 2.128], [4.220, -2.113, 1.051], [3.809, 0.109, 1.566], [4.535, -1.894, -1.527], [4.041, -1.297, -2.309], [4.194, -2.934, -1.635], [5.621, -1.872, -1.731], [4.313, -3.596, 1.162], [4.262, -4.071, 0.172], [3.483, -4.010, 1.758], [5.255, -3.896, 1.650], [3.802, -1.562, 3.563], [4.778, -1.697, 4.060], [3.225, -2.491, 3.675], [3.244, -0.781, 4.099], [3.507, 1.349, 2.333], [4.432, 1.838, 2.689], [2.880, 1.135, 3.213], [2.964, 2.078, 1.711], [3.967, 1.146, -0.814], [4.933, 1.676, -0.806], [3.185, 1.872, -0.561], [3.783, 0.795, -1.836], [0.123, -2.275, -0.753], [1.013, -1.597, -1.548], [0.795, -0.234, -2.166], [0.123, 0.835, -1.264], [0.531, 0.814, 0.193], [-0.155, 0.146, 1.177], [-1.301, -0.825, 0.939], [-1.238, -1.760, -0.309], [0.200, -0.342, -3.091], [-0.970, 0.775, -1.371], [1.766, 0.161, -2.511], [-1.771, -1.282, -1.145], [0.269, -3.357, -0.604], [1.800, -2.182, -2.050], [-1.830, -2.659, -0.056], [-1.394, -1.463, 1.836], [-0.035, 0.455, 2.225], [-2.249, -0.264, 0.902], [0.388, 1.829, -1.670], [1.222, 1.613, 0.481], [-3.755, 1.288, -1.879], [-4.678, -0.241, -2.347], [-4.010, 2.207, -3.462], [-4.307, 3.190, 0.357], [-5.126, 2.075, -0.894], [-4.776, 4.820, -0.378], [-5.654, 3.130, 1.617], [-4.792, -0.876, -1.459], [-4.094, -0.783, -3.102], [-5.668, 0.016, -2.749], [-5.060, 2.153, -3.779], [-3.372, 1.736, -4.221], [-3.703, 3.254, -3.345], [-6.625, 3.377, 1.167], [-5.412, 3.851, 2.408], [-5.687, 2.124, 2.051], [-5.684, 1.289, -0.357], [-5.806, 2.651, -1.549], [-4.540, 5.593, 0.365], [-5.848, 4.852, -0.615], [-4.182, 5.008, -1.281], [0.321, -4.480, 3.385], [0.757, -3.803, 2.476], [0.970, -2.488, 2.465], [1.054, -4.230, 1.474]],
  "lowdin_charge": [1.725, -0.303, -0.302, -0.315, -0.310, -0.312, -0.042, 0.070, 0.076, 0.106, -0.020, 0.081, 0.072, 0.107, -0.028, 0.105, 0.077, 0.083, -0.031, 0.107, 0.082, 0.070, -0.025, 0.106, 0.070, 0.067, -0.183, -0.181, -0.145, -0.160, -0.165, -0.183, -0.156, -0.144, 0.144, 0.048, 0.103, 0.106, 0.127, 0.122, 0.135, 0.118, 0.142, 0.128, 0.136, 0.102, 0.773, -0.328, -0.311, 0.754, -0.605, -0.326, -0.336, 0.030, 0.032, 0.046, 0.045, 0.033, 0.031, 0.045, 0.035, 0.030, 0.046, 0.054, 0.036, 0.042, 0.025, 0.072, -0.485, -0.270, 0.118]
}

---

{
  "formula": "C24H42LiN6",
  "method": "wB97M-V/def2-TZVPD",
  "gap_ha": 0.43975,
  "largest_force_ev_per_a": 1.70,
  "e_tot_ev": -34711.3341,
  "relative_energy_ev": 0.0000,
  "total_charge": 1,
  "elements": ["Li", "C", "C", "C", "C", "N", "H", "H", "H", "H", "H", "H", "H", "C", "C", "C", "C", "N", "H", "H", "H", "H", "H", "H", "H", "C", "C", "C", "C", "N", "H", "H", "H", "H", "H", "H", "H", "C", "C", "C", "C", "N", "H", "H", "H", "H", "H", "H", "H", "C", "C", "C", "C", "N", "H", "H", "H", "H", "H", "H", "H", "C", "C", "C", "C", "N", "H", "H", "H", "H", "H", "H", "H"],
  "coordinates": [[0.143, -0.172, 0.088], [5.027, -0.386, -3.648], [4.107, 0.212, -4.718], [2.943, 1.074, -4.172], [2.303, 0.379, -3.057], [1.819, -0.140, -2.155], [5.326, 0.300, -2.852], [5.939, -0.806, -4.069], [4.524, -1.204, -3.125], [3.682, -0.625, -5.273], [4.718, 0.775, -5.422], [2.257, 1.241, -4.997], [3.371, 2.001, -3.791], [-4.993, -0.006, -1.755], [-4.403, -0.352, -3.101], [-2.969, 0.142, -3.351], [-2.021, -0.375, -2.373], [-1.280, -0.802, -1.615], [-4.347, -0.313, -0.931], [-6.056, -0.229, -1.667], [-5.068, 1.088, -1.631], [-5.048, 0.045, -3.888], [-4.407, -1.434, -3.256], [-2.937, 1.226, -3.475], [-2.612, -0.219, -4.322], [-3.376, 2.981, 0.400], [-2.607, 4.297, 0.275], [-1.106, 4.074, 0.609], [-0.487, 2.922, -0.027], [0.021, 2.039, -0.554], [-2.993, 2.280, -0.342], [-4.440, 3.128, 0.225], [-3.175, 2.532, 1.373], [-2.942, 5.080, 0.951], [-2.644, 4.680, -0.745], [-0.961, 4.062, 1.693], [-0.538, 4.972, 0.343], [-3.333, -3.059, 0.315], [-2.582, -4.014, -0.628], [-1.230, -4.482, -0.079], [-0.391, -3.428, 0.479], [0.259, -2.603, 0.945], [-3.656, -3.606, 1.199], [-4.206, -2.604, -0.159], [-2.712, -2.192, 0.547], [-2.447, -3.473, -1.569], [-3.184, -4.875, -0.916], [-0.751, -4.984, -0.925], [-1.343, -5.297, 0.637], [5.750, 0.178, 0.965], [5.293, 0.671, 2.341], [4.141, -0.160, 2.878], [2.920, -0.075, 2.078], [1.961, -0.007, 1.453], [5.018, 0.364, 0.173], [6.009, -0.882, 0.948], [6.651, 0.675, 0.593], [5.017, 1.724, 2.295], [6.192, 0.600, 2.954], [3.894, 0.131, 3.904], [4.410, -1.213, 2.998], [0.357, 0.722, 4.982], [-0.098, -0.692, 4.573], [-1.540, -0.691, 4.038], [-1.573, -0.268, 2.640], [-1.530, 0.013, 1.529], [-0.335, 1.212, 5.663], [0.529, 1.359, 4.109], [1.346, 0.646, 5.438], [-0.017, -1.289, 5.479], [0.555, -1.051, 3.780], [-2.207, -0.106, 4.668], [-1.935, -1.712, 4.026]],
  "lowdin_charge": [0.462, -0.115, -0.249, -0.165, -0.226, 0.156, 0.070, 0.073, 0.069, 0.109, 0.107, 0.116, 0.122, -0.106, -0.250, -0.164, -0.197, 0.153, 0.058, 0.082, 0.070, 0.114, 0.110, 0.125, 0.125, -0.106, -0.230, -0.178, -0.209, 0.139, 0.051, 0.075, 0.069, 0.109, 0.110, 0.123, 0.124, -0.101, -0.247, -0.172, -0.204, 0.153, 0.078, 0.062, 0.028, 0.091, 0.111, 0.124, 0.125, -0.111, -0.244, -0.178, -0.191, 0.145, 0.065, 0.080, 0.075, 0.114, 0.113, 0.119, 0.130, -0.102, -0.236, -0.160, -0.193, 0.140, 0.075, 0.066, 0.069, 0.112, 0.086, 0.124, 0.125]
}